{"formula": "C4H15N2O", "method": "ωB97M-V with the def2-TZVPD basis set", "symbols": ["C", "C", "C", "C", "N", "N", "H", "H", "H", "H", "H", "H", "H", "H", "H", "H", "H", "H", "H", "H", "H", "O"], "xyz": [[-2.466, -1.282, -0.507], [-1.017, -0.644, -0.217], [-1.093, 1.019, 0.074], [0.284, 1.760, -0.144], [1.379, 1.080, 0.620], [-0.451, -1.138, 0.959], [-3.061, -0.844, -1.297], [-2.495, -2.341, -0.712], [-3.060, -1.222, 0.500], [-0.281, -0.799, -1.044], [-1.951, 1.421, -0.500], [-1.402, 0.933, 1.023], [0.381, 2.896, -0.003], [0.443, 1.709, -1.212], [1.879, 1.729, 1.280], [0.771, 0.226, 0.988], [2.073, 0.648, 0.034], [-1.173, -1.320, 1.707], [-0.137, -2.124, 0.762], [4.060, -0.160, -1.477], [3.805, -1.211, -0.216], [3.512, -0.333, -0.619]], "mulliken_charge": [-1.29, 0.18, -1.05, -0.57, -0.18, -0.66, 0.37, 0.39, 0.29, 0.32, 0.43, 0.47, 0.40, 0.30, 0.36, 0.49, 0.26, 0.26, 0.27, 0.33, 0.32, -0.69], "gap_ev": 10.9, "molar_mass_g_mol": 107.18, "largest_force_ev_per_a": 4.25, "charge": 1, "de_lowest_kcal_mol": 41.4}

{"formula": "C25H65N3O12", "method": "ωB97M-V with the def2-TZVPD basis set", "symbols": ["C", "C", "O", "C", "O", "O", "C", "H", "H", "H", "H", "H", "H", "H", "H", "C", "O", "C", "C", "N", "C", "C", "O", "C", "H", "H", "H", "H", "H", "H", "H", "H", "H", "H", "H", "H", "H", "H", "H", "C", "O", "C", "C", "N", "C", "C", "O", "C", "H", "H", "H", "H", "H", "H", "H", "H", "H", "H", "H", "H", "H", "H", "H", "C", "O", "C", "C", "N", "C", "C", "O", "C", "H", "H", "H", "H", "H", "H", "H", "H", "H", "H", "H", "H", "H", "H", "H", "C", "O", "H", "H", "H", "H", "C", "O", "H", "H", "H", "H", "C", "O", "H", "H", "H", "H"], "xyz": [[-1.161, -0.520, 0.370], [-2.269, -0.682, -0.644], [-1.806, -0.537, -1.968], [-1.471, -1.657, -2.625], [-1.640, -2.772, -2.245], [-1.070, -1.306, -3.837], [-0.763, -2.318, -4.767], [-0.668, 0.455, 0.233], [-0.326, -1.213, 0.229], [-1.419, -0.505, 1.428], [-2.991, 0.117, -0.454], [-2.866, -1.563, -0.401], [-0.246, -1.929, -5.637], [-1.600, -2.951, -5.056], [-0.032, -2.992, -4.302], [0.118, 5.447, -2.784], [-0.337, 4.456, -3.667], [-0.015, 3.144, -3.244], [-0.054, 2.200, -4.414], [1.233, 2.083, -5.089], [1.190, 1.977, -6.528], [0.514, 0.716, -7.061], [0.617, 0.785, -8.458], [0.214, -0.416, -9.089], [-0.358, 5.326, -1.800], [-0.241, 6.403, -3.165], [1.208, 5.478, -2.701], [-0.777, 2.846, -2.509], [0.960, 3.081, -2.743], [-0.862, 2.433, -5.124], [-0.369, 1.213, -4.046], [1.884, 2.775, -4.756], [2.165, 2.034, -7.013], [0.596, 2.819, -6.931], [-0.534, 0.735, -6.724], [0.969, -0.212, -6.685], [0.035, -0.228, -10.148], [-0.722, -0.818, -8.692], [1.054, -1.114, -9.010], [3.552, 2.505, 7.252], [2.601, 3.010, 6.342], [2.262, 4.348, 6.608], [1.548, 4.942, 5.409], [0.278, 4.296, 5.199], [-0.595, 4.911, 4.218], [-0.205, 4.662, 2.772], [-0.683, 3.393, 2.389], [-0.696, 3.151, 1.016], [3.259, 2.773, 8.275], [4.531, 2.954, 7.044], [3.624, 1.424, 7.183], [3.184, 4.939, 6.752], [1.670, 4.467, 7.523], [2.280, 4.990, 4.589], [1.282, 5.963, 5.707], [0.281, 3.288, 5.170], [-0.580, 5.993, 4.378], [-1.604, 4.532, 4.384], [0.887, 4.696, 2.653], [-0.626, 5.460, 2.141], [0.182, 3.540, 0.487], [-1.576, 3.576, 0.500], [-0.809, 2.076, 0.866], [1.200, 0.534, 4.828], [0.225, -0.448, 4.630], [0.760, -1.736, 4.776], [-0.317, -2.782, 4.605], [-1.028, -2.714, 3.329], [-1.995, -3.799, 3.240], [-2.764, -3.743, 1.951], [-3.769, -4.718, 2.003], [-4.577, -4.711, 0.866], [1.816, 0.338, 5.714], [0.748, 1.516, 4.918], [1.899, 0.605, 3.978], [1.046, -1.868, 5.838], [1.679, -1.936, 4.210], [-1.043, -2.618, 5.411], [0.093, -3.791, 4.791], [-0.280, -2.776, 2.640], [-2.644, -3.765, 4.116], [-1.483, -4.778, 3.298], [-2.089, -3.931, 1.100], [-3.157, -2.730, 1.775], [-3.981, -4.881, -0.046], [-5.085, -3.750, 0.705], [-5.309, -5.510, 0.953], [2.837, -0.362, 0.694], [3.533, -1.436, 0.080], [1.823, -0.334, 0.307], [2.850, -0.534, 1.775], [3.297, 0.613, 0.506], [4.381, -1.647, 0.477], [0.921, -3.761, 0.067], [1.189, -3.210, 1.359], [1.167, -3.125, -0.781], [1.581, -4.641, 0.030], [-0.069, -4.203, 0.013], [2.089, -2.865, 1.300], [-1.029, -6.291, -5.416], [-1.745, -7.453, -5.797], [-1.606, -5.375, -5.548], [-0.777, -6.325, -4.343], [-0.042, -6.290, -5.870], [-2.554, -7.451, -5.279]], "mulliken_charge": [0.09, -0.47, -0.22, 0.67, -0.62, -0.24, -0.75, -0.37, -0.47, 0.76, 0.35, 0.23, 0.19, 0.29, 0.34, -0.65, -0.37, -0.74, -0.01, -0.29, -0.78, -0.10, -0.37, -0.71, 0.21, 0.26, 0.31, 0.28, 0.41, 0.30, -0.02, 0.26, 0.41, 0.36, 0.26, 0.19, 0.28, 0.28, 0.29, -0.80, -0.17, -0.76, -0.54, -0.18, -1.00, -0.30, -0.29, -0.21, 0.34, 0.30, 0.22, 0.42, 0.37, 0.23, 0.34, 0.13, 0.44, 0.36, 0.32, 0.36, 0.43, 0.34, -0.28, 0.26, -0.38, -0.39, -1.05, 0.26, -0.78, 0.39, -0.39, -0.63, 0.32, -0.44, 0.13, 0.36, 0.33, 0.50, 0.43, -0.11, 0.35, 0.32, -0.16, 0.16, 0.22, 0.26, 0.28, -0.35, -0.56, -0.04, 0.27, 0.37, 0.31, -0.72, -0.50, 0.26, 0.38, 0.17, 0.25, -0.44, -0.52, 0.14, 0.26, 0.30, 0.30], "gap_ev": 8.8, "molar_mass_g_mol": 599.80, "largest_force_ev_per_a": 2.32, "smiles": "CCOC(=O)OC.COCCNCCOC.COCCNCCOC.COCCNCCOC.CO.CO.CO", "de_lowest_kcal_mol": 0.0}

{"formula": "C9H6N2O4", "method": "ωB97M-V with the def2-TZVPD basis set", "symbols": ["O", "N", "O", "C", "C", "C", "C", "C", "C", "C", "C", "C", "N", "O", "O", "H", "H", "H", "H", "H", "H"], "xyz": [[3.338, -2.251, -0.042], [2.997, -1.114, 0.169], [3.729, -0.146, 0.302], [1.584, -0.858, 0.191], [0.602, -1.682, -0.021], [-0.603, -0.897, -0.096], [-1.907, -1.348, -0.252], [-2.867, -0.364, -0.427], [-2.601, 0.991, -0.246], [-1.357, 1.402, 0.231], [-0.383, 0.448, 0.209], [1.028, 0.675, 0.470], [1.596, 1.774, -0.149], [1.365, 2.823, 0.365], [2.127, 1.620, -1.194], [0.753, -2.768, -0.088], [-2.237, -2.407, -0.176], [-3.901, -0.709, -0.667], [-3.551, 1.549, -0.458], [-0.951, 2.382, 0.347], [1.239, 0.879, 1.529]], "mulliken_charge": [-0.62, 1.01, -0.57, -0.21, -0.70, 0.62, -0.59, -0.27, -0.58, -0.62, -0.02, 0.45, 1.05, -0.62, -0.57, 0.50, 0.35, 0.32, 0.28, 0.49, 0.31], "gap_ev": 8.6, "molar_mass_g_mol": 206.16, "largest_force_ev_per_a": 6.29, "smiles": "O=[N+]([O-])C1=Cc2ccccc2[C@@H]1[N+](=O)[O-]", "de_lowest_kcal_mol": 22.0}

{"formula": "C8H12O", "method": "ωB97M-V with the def2-TZVPD basis set", "symbols": ["C", "C", "C", "C", "C", "C", "C", "C", "O", "H", "H", "H", "H", "H", "H", "H", "H", "H", "H", "H", "H"], "xyz": [[-2.362, 0.946, -1.022], [-1.744, 0.166, -0.122], [-2.595, -0.622, 0.842], [-0.143, -0.129, -0.144], [0.334, -1.424, 0.433], [0.565, 0.928, -0.487], [2.181, 0.871, -0.799], [3.159, 0.374, 0.239], [2.623, 1.423, -1.803], [-1.850, 1.568, -1.746], [-3.448, 1.028, -1.051], [-2.569, -1.693, 0.613], [-2.267, -0.463, 1.875], [-3.653, -0.334, 0.799], [-0.451, -2.180, 0.486], [0.690, -1.283, 1.458], [1.130, -1.849, -0.185], [0.205, 1.873, -0.869], [4.173, 0.693, -0.023], [3.118, -0.716, 0.304], [2.903, 0.822, 1.203]], "mulliken_charge": [-1.19, 0.77, -1.33, 1.04, -1.38, -0.56, 0.48, -1.01, -0.55, 0.28, 0.28, 0.28, 0.30, 0.38, 0.34, 0.29, 0.38, 0.31, 0.32, 0.26, 0.30], "gap_ev": 9.8, "molar_mass_g_mol": 124.18, "largest_force_ev_per_a": 4.40, "smiles": "C=C(C)/C(C)=C/C(C)=O", "de_lowest_kcal_mol": 40.1}

{"formula": "C4H13N2", "method": "ωB97M-V with the def2-TZVPD basis set", "symbols": ["C", "N", "C", "N", "C", "C", "H", "H", "H", "H", "H", "H", "H", "H", "H", "H", "H", "H", "H"], "xyz": [[1.123, 0.912, 1.580], [0.235, -0.051, 2.264], [0.581, 1.063, 0.085], [-0.825, 1.162, 0.154], [0.057, -1.314, -2.385], [-1.092, -1.622, -1.424], [1.004, 1.937, 1.929], [2.164, 0.595, 1.635], [-0.658, 0.120, 1.799], [0.023, 0.100, 3.249], [1.072, 1.824, -0.525], [0.777, 0.046, -0.321], [-0.380, -0.898, -3.315], [-0.904, 2.147, -0.148], [0.687, -0.438, -2.094], [0.594, -2.191, -2.755], [-1.559, -0.691, -1.098], [-1.812, -2.225, -1.984], [-0.806, -2.096, -0.483]], "mulliken_charge": [-0.42, -0.47, -0.22, -0.24, -0.68, -0.84, 0.30, 0.37, 0.30, 0.30, 0.57, 0.01, 0.29, 0.33, 0.20, 0.28, 0.29, 0.33, 0.29], "gap_ev": 6.1, "molar_mass_g_mol": 89.16, "largest_force_ev_per_a": 3.06, "charge": 1, "de_lowest_kcal_mol": 156.5}

{"formula": "C8H11N4O2", "method": "ωB97M-V with the def2-TZVPD basis set", "symbols": ["C", "N", "C", "O", "N", "C", "O", "C", "C", "N", "C", "C", "N", "C", "H", "H", "H", "H", "H", "H", "H", "H", "H", "H", "H"], "xyz": [[-2.215, 2.841, -0.857], [-1.839, 1.681, -0.589], [-1.990, 0.742, -1.596], [-3.010, 0.575, -2.219], [-0.977, -0.229, -1.824], [-0.008, -0.807, -1.020], [0.903, -1.531, -1.361], [-0.232, -0.545, 0.488], [0.811, -0.550, 1.336], [2.002, -0.845, 1.161], [3.042, -1.347, 0.560], [3.992, -0.661, -0.273], [-1.447, -0.361, 0.728], [-2.247, -0.318, 1.955], [-2.370, 3.428, 0.040], [-2.614, 3.066, -1.781], [-0.969, -0.558, -2.832], [0.516, -0.093, 2.275], [3.192, -2.311, 0.917], [5.087, -0.823, -0.200], [3.869, -1.071, -1.311], [3.774, 0.468, -0.225], [-2.656, -1.277, 2.131], [-3.025, 0.489, 1.772], [-1.587, 0.036, 2.723]], "mulliken_charge": [-0.31, -0.20, 0.38, -0.53, -0.06, 0.31, -0.61, 0.80, -0.39, -0.11, 0.24, -1.00, -0.29, -0.82, 0.27, 0.31, 0.32, 0.37, 0.43, 0.39, 0.29, 0.27, 0.33, 0.28, 0.33], "gap_ev": 7.9, "molar_mass_g_mol": 195.20, "largest_force_ev_per_a": 6.06, "smiles": "C=NC(=O)NC(=O)/C(C=[N+]=CC)=N/C", "charge": 1, "de_lowest_kcal_mol": 102.5}

{"formula": "C6H14O", "method": "ωB97M-V with the def2-TZVPD basis set", "symbols": ["C", "C", "C", "C", "C", "O", "C", "H", "H", "H", "H", "H", "H", "H", "H", "H", "H", "H", "H", "H", "H"], "xyz": [[1.933, 0.338, -1.957], [1.813, 1.339, -0.789], [0.364, 1.400, -0.263], [-0.013, 0.663, 1.042], [-1.031, -0.403, 0.670], [-1.403, -1.171, 1.781], [-2.285, -2.199, 1.416], [2.860, 0.476, -2.519], [1.115, 0.449, -2.682], [1.909, -0.707, -1.625], [2.521, 1.054, 0.001], [2.104, 2.336, -1.144], [-0.038, 2.418, -0.257], [-0.166, 0.905, -1.073], [-0.454, 1.319, 1.805], [0.852, 0.189, 1.521], [-1.915, 0.085, 0.220], [-0.595, -1.045, -0.118], [-3.219, -1.804, 0.984], [-2.523, -2.768, 2.317], [-1.830, -2.873, 0.671]], "mulliken_charge": [-1.26, -0.32, -0.69, -0.44, -0.63, -0.33, -0.71, 0.37, 0.35, 0.27, 0.31, 0.30, 0.42, 0.30, 0.27, 0.27, 0.34, 0.34, 0.29, 0.25, 0.30], "gap_ev": 10.9, "molar_mass_g_mol": 102.18, "largest_force_ev_per_a": 0.59, "smiles": "CCCCCOC", "de_lowest_kcal_mol": 25.8}